Density functional theory data (the ωB97M-V functional and the def2-TZVPD basis) for the molecule C3H6O3.

Structure (XYZ):
```
12
Properties=species:S:1:pos:R:3
O 2.16301 1.05845 0.27970
C 1.20374 0.52848 0.79619
C 0.33671 -0.40583 -0.02096
O 0.64386 -0.22018 -1.37269
C -1.17968 -0.35733 0.18921
O -1.78288 0.76125 -0.40250
H 1.00864 0.62340 1.87940
H 0.66988 -1.39668 0.34519
H 1.47467 0.29510 -1.36015
H -1.59891 -1.29737 -0.20383
H -1.40958 -0.32024 1.26039
H -1.51037 0.75570 -1.33107
```

The SMILES is O=C[C@H](O)CO. Its largest force on an atom is 0.6 eV Å⁻¹. The spin multiplicity is 1. The calculation puts the HOMO-LUMO gap at 11.12 eV. The LUMO energy comes out at 0.63 eV.

Here are the Mulliken charges for atoms 1 to 5, given in e:
1 O -0.520
2 C 0.079
3 C 0.267
4 O -0.583
5 C -0.607

Density functional theory data (the ωB97M-V functional and the def2-TZVPD basis) for the molecule C3H6O3.

Structure (XYZ):
```
12
Properties=species:S:1:pos:R:3
O -1.17429 1.22144 -1.79822
C -1.15251 0.61508 -0.59098
C -0.01098 0.23070 -0.01790
O 1.14541 0.43040 -0.79077
C 0.18828 -0.61751 1.19359
O 0.42814 -1.97050 0.84518
H -0.25249 1.18707 -2.10838
H -2.13542 0.46577 -0.15859
H 1.67717 1.11445 -0.36214
H 1.03626 -0.22202 1.77804
H -0.69165 -0.60500 1.84314
H 1.01253 -1.95276 0.07534
```

The SMILES is O/C=C(\O)CO. Its largest force on an atom is 0.4 eV Å⁻¹. The spin multiplicity is 1. The calculation puts the HOMO-LUMO gap at 9.45 eV. The LUMO energy comes out at 0.56 eV.

Here are the Mulliken charges for atoms 1 to 5, given in e:
1 O -0.537
2 C -0.415
3 C 0.456
4 O -0.567
5 C -0.340

Density functional theory data (the ωB97M-V functional and the def2-TZVPD basis) for a cluster of 2 separate species, C3H6O3 in total.

Structure (XYZ):
```
12
Properties=species:S:1:pos:R:3
O -0.30864 -1.77746 -0.50127
C -0.96139 -0.85560 0.24303
C -0.35149 -0.12155 1.18214
O 0.99094 -0.32306 1.40991
H 0.59920 -1.79983 -0.15088
H -2.01775 -0.77237 0.01059
H -0.87151 0.61385 1.79180
H 1.49157 0.28321 0.82617
C 0.34107 1.18106 -1.19223
O 1.49894 0.96298 -0.89710
H -0.18975 0.56916 -1.94208
H -0.22119 2.03961 -0.78006
```

The SMILES is O/C=C\O.C=O. Its largest force on an atom is 0.5 eV Å⁻¹. The spin multiplicity is 1. The calculation puts the HOMO-LUMO gap at 9.74 eV. The LUMO energy comes out at 0.67 eV.

Here are the Mulliken charges for atoms 1 to 5, given in e:
1 O -0.507
2 C -0.216
3 C -0.282
4 O -0.541
5 H 0.396

Density functional theory data (the ωB97M-V functional and the def2-TZVPD basis) for a cluster of 2 separate species, C3H6O3S in total.

Structure (XYZ):
```
13
Properties=species:S:1:pos:R:3
O -1.57092 0.50333 -0.82049
C -0.47078 0.60745 -1.39188
O -0.28611 0.70560 -2.64210
C 0.83563 0.85963 -0.55390
C 1.19726 -0.38367 0.31846
S 2.84742 -0.41128 1.26214
H 0.70494 1.68428 0.12384
H 1.63596 1.00714 -1.29452
H 0.51388 -0.67597 1.09202
H 1.32899 -1.34018 -0.28001
H -2.73335 -0.40818 1.82585
H -1.66944 -0.92557 0.86038
O -2.33349 -1.22258 1.50021
```

Its largest force on an atom is 2.4 eV Å⁻¹. The spin multiplicity is 1. As for the total charge: -2. The calculation puts the HOMO-LUMO gap at 5.58 eV. The LUMO energy comes out at 6.21 eV.

Here are the Mulliken charges for atoms 1 to 5, given in e:
1 O -0.710
2 C 0.469
3 O -0.760
4 C -0.211
5 C -0.742

Density functional theory data (the ωB97M-V functional and the def2-TZVPD basis) for a structure of composition C3H6O3Sm.

Structure (XYZ):
```
13
Properties=species:S:1:pos:R:3
H 0.17994 -2.16442 0.26347
O 0.21279 1.55564 1.22143
C 0.62431 0.55637 0.68605
O 0.20765 0.31867 -0.57580
Sm -2.31729 -0.88848 -1.22443
O 0.86446 -0.53894 1.36697
C 0.06039 -1.70966 1.25475
H -0.99516 -1.48322 1.45991
H 0.41821 -2.41372 2.01049
C 0.18630 1.48493 -1.42961
H -0.51158 1.21760 -2.23016
H -0.14619 2.44736 -1.03369
H 1.21617 1.61788 -1.76940
```

Its largest force on an atom is 5.6 eV Å⁻¹. The spin multiplicity is 7. As for the total charge: +2. The calculation puts the HOMO-LUMO gap (alpha / beta) at 7.60 / 7.80 eV. Its expectation value of S² is 12.01. The LUMO energy (alpha / beta) comes out at -10.49 / -10.30 eV.

Here are the Mulliken charges for atoms 1 to 5, given in e:
1 H 0.220
2 O -0.423
3 C 0.803
4 O -0.413
5 Sm 1.878

Density functional theory data (the ωB97M-V functional and the def2-TZVPD basis) for a structure of composition C3H6O3Yb.

Structure (XYZ):
```
13
Properties=species:S:1:pos:R:3
O -0.17760 -0.66693 3.02336
Yb 1.36518 -0.19170 1.70164
C 0.77273 1.51647 -1.21633
O 0.44698 0.45767 -0.30692
C -0.64254 -0.36475 -0.70132
C -0.50117 -1.63253 0.10232
O -1.23242 -2.42792 0.56302
H 1.74495 1.91434 -0.91072
H 0.82781 1.11565 -2.23622
H 0.00739 2.29991 -1.14893
H -0.58291 -0.60780 -1.77407
H -1.60580 0.11466 -0.46239
H -0.42261 -1.52707 3.36657
```

Its largest force on an atom is 4.5 eV Å⁻¹. The spin multiplicity is 3. As for the total charge: +2. The calculation puts the HOMO-LUMO gap (alpha / beta) at 7.10 / 7.84 eV. Its expectation value of S² is 2.00. The LUMO energy (alpha / beta) comes out at -10.46 / -12.03 eV.

Here are the Mulliken charges for atoms 1 to 5, given in e:
1 O -0.697
2 Yb 1.520
3 C -0.570
4 O -0.018
5 C 0.086